[1]
Density functional theory data (ωB97M-V with the def2-TZVPD basis set) for a cluster of 2 separate species, CH3PS in total at a distorted geometry.

Structure (XYZ):
```
6
Properties=species:S:1:pos:R:3:mulliken_charge:R:1
C 1.515 -1.254 0.004 -0.217
P 1.790 0.177 -0.642 -0.125
H 0.929 -2.067 0.261 0.367
S -1.948 1.158 -0.121 -0.245
H -1.190 0.042 0.144 0.107
H -1.097 1.943 0.354 0.113
```

## Properties
Frontier orbital gap, eV: 9.693
HOMO level, eV: -9.7
Relative energy (zero: lowest compared OMol25 entry of this formula, charge and spin), kcal per mole: 44.2
SMILES: C#P.S


[2]
Density functional theory data (ωB97M-V with the def2-TZVPD basis set) for the molecule CH3PS4 at a distorted geometry.

Structure (XYZ):
```
9
Properties=species:S:1:pos:R:3:mulliken_charge:R:1
S 1.698 -1.891 -0.519 -0.238
S 1.523 -0.412 0.797 0.098
P -0.536 1.226 0.761 0.143
S -1.434 0.152 -0.808 -0.060
S -2.794 -1.104 -0.004 -0.208
C 1.134 1.146 -0.104 -0.640
H -2.040 -2.177 0.648 0.178
H 0.773 1.080 -1.128 0.399
H 1.675 1.980 0.356 0.327
```

## Properties
Frontier orbital gap (alpha / beta), eV: 6.978 / 6.261
HOMO level (alpha / beta), eV: -8.5 / -8.0
Relative energy (zero: lowest compared OMol25 entry of this formula, charge and spin), kcal per mole: 50.1
SMILES: S=S1#P(SS)C1


[3]
Density functional theory data (ωB97M-V with the def2-TZVPD basis set) for the molecule CH3PS4 at a distorted geometry.

Structure (XYZ):
```
9
Properties=species:S:1:pos:R:3:mulliken_charge:R:1
S 2.093 -0.941 1.482 -0.191
P 0.401 -1.771 0.451 0.207
S 0.335 -0.454 -1.250 -0.168
C -0.850 0.970 -0.900 -0.603
S -0.959 1.247 0.890 -0.011
S -1.142 -0.670 1.533 -0.137
H 2.573 -0.705 0.283 0.161
H -0.626 1.801 -1.429 0.403
H -1.826 0.523 -1.059 0.340
```

## Properties
Frontier orbital gap, eV: 8.600
HOMO level, eV: -8.7
Relative energy (zero: lowest compared OMol25 entry of this formula, charge and spin), kcal per mole: 1.1
SMILES: SP1SCSS1


[4]
Density functional theory data (ωB97M-V with the def2-TZVPD basis set) for the molecule CH4BBr at a distorted geometry.

Structure (XYZ):
```
7
Properties=species:S:1:pos:R:3:mulliken_charge:R:1
C 0.172 -0.142 -0.114 -0.843
B -1.353 -0.364 0.221 0.239
Br -3.634 0.171 -0.235 -0.338
H 0.405 0.889 0.029 0.319
H 0.882 -0.653 0.576 0.294
H 0.473 -0.290 -1.123 0.325
H -1.744 -0.991 1.200 0.004
```

## Properties
Frontier orbital gap, eV: 9.493
HOMO level, eV: -9.8
Relative energy (zero: lowest compared OMol25 entry of this formula, charge and spin), kcal per mole: 40.7
SMILES: CBBr


[5]
Density functional theory data (ωB97M-V with the def2-TZVPD basis set) for the molecule CH4BF at a distorted geometry.

Structure (XYZ):
```
7
Properties=species:S:1:pos:R:3:mulliken_charge:R:1
B 0.406 0.379 -0.550 -0.189
C -0.207 -0.514 0.477 0.110
F -0.378 -1.857 0.617 -0.183
H -0.717 0.824 -0.554 0.090
H 1.070 0.057 -1.433 -0.085
H -0.886 -0.117 1.231 0.240
H 0.712 1.227 0.211 0.016
```

## Properties
Frontier orbital gap, eV: 11.582
HOMO level, eV: -11.8
Relative energy (zero: lowest compared OMol25 entry of this formula, charge and spin), kcal per mole: 34.1


[6]
Density functional theory data (ωB97M-V with the def2-TZVPD basis set) for a structure of composition CH4Br2OSi at a distorted geometry.

Structure (XYZ):
```
9
Properties=species:S:1:pos:R:3:mulliken_charge:R:1
C -1.035 0.492 0.719 -0.055
O 0.276 0.449 0.275 -0.180
Si 1.231 -0.621 -0.681 0.351
Br -1.805 2.272 0.278 -0.121
Br -2.240 -0.818 -0.138 -0.127
H -1.311 0.400 1.778 0.328
H 1.568 -1.783 0.163 -0.056
H 2.476 0.119 -0.274 -0.094
H 0.840 -0.509 -2.119 -0.046
```

## Properties
Frontier orbital gap, eV: 10.503
HOMO level, eV: -10.1
Relative energy (zero: lowest compared OMol25 entry of this formula, charge and spin), kcal per mole: 65.4


[7]
Density functional theory data (ωB97M-V with the def2-TZVPD basis set) for a structure of composition CH4BrClOSi at a distorted geometry.

Structure (XYZ):
```
9
Properties=species:S:1:pos:R:3:mulliken_charge:R:1
C -0.059 -0.157 1.711 -0.423
O -0.738 -0.305 -0.028 -0.071
Si -0.232 0.200 -1.554 0.527
Cl 1.302 -1.163 -1.704 -0.220
Br 0.642 1.481 1.747 -0.103
H -0.921 -0.424 2.292 0.282
H 0.859 -0.838 1.649 0.212
H 0.249 1.506 -1.500 -0.099
H -1.102 -0.299 -2.613 -0.105
```

## Properties
Expectation value of S²: 2.0079
Frontier orbital gap (alpha / beta), eV: 6.984 / 6.790
HOMO level (alpha / beta), eV: -6.3 / -10.1
Spin multiplicity: 3
Relative energy (zero: lowest compared OMol25 entry of this formula, charge and spin), kcal per mole: 9.6


[8]
Density functional theory data (ωB97M-V with the def2-TZVPD basis set) for a cluster of 2 separate species, CH4BrN2 in total at a distorted geometry.

Structure (XYZ):
```
8
Properties=species:S:1:pos:R:3:mulliken_charge:R:1
C -0.454 -0.243 -0.186 0.432
N 0.464 -0.320 -1.190 -0.362
N -0.207 0.195 1.018 -0.499
Br -1.372 0.693 2.348 0.201
H -1.492 -0.552 -0.110 0.340
H 0.289 -0.449 -2.169 0.244
H 1.453 -0.126 -1.033 0.216
H 1.319 0.801 1.322 0.430
```

## Properties
Frontier orbital gap, eV: 8.514
HOMO level, eV: -14.9
Relative energy (zero: lowest compared OMol25 entry of this formula, charge and spin), kcal per mole: 103.9
Net charge: +1


[9]
Density functional theory data (ωB97M-V with the def2-TZVPD basis set) for the ion CH4BrN2 with charge +1 at a distorted geometry.

Structure (XYZ):
```
8
Properties=species:S:1:pos:R:3:mulliken_charge:R:1
N -0.280 1.221 0.075 -0.422
C 0.366 -0.098 0.042 0.652
N -0.326 -1.234 0.017 -0.316
Br 2.146 0.062 0.071 0.042
H -1.063 1.391 -0.470 0.236
H 0.290 2.002 0.454 0.262
H -1.309 -1.348 0.233 0.274
H 0.176 -1.995 -0.421 0.272
```

## Properties
Frontier orbital gap, eV: 10.738
HOMO level, eV: -15.9
Relative energy (zero: lowest compared OMol25 entry of this formula, charge and spin), kcal per mole: 18.1
SMILES: NC(=[NH2+])Br
Net charge: +1


[10]
Density functional theory data (ωB97M-V with the def2-TZVPD basis set) for a cluster of 2 separate species, CH4BrNS in total at a distorted geometry.

Structure (XYZ):
```
8
Properties=species:S:1:pos:R:3:mulliken_charge:R:1
C -1.372 0.488 -0.581 -0.844
N 1.435 -0.623 0.377 -0.393
S 3.099 -0.395 0.477 -0.124
Br -2.690 -0.345 0.475 -0.047
H -1.019 1.392 -0.093 0.460
H -1.353 -0.035 -1.517 0.410
H 0.905 -0.131 -0.402 0.258
H 0.995 -0.352 1.266 0.281
```

## Properties
Frontier orbital gap (alpha / beta), eV: 8.032 / 7.672
HOMO level (alpha / beta), eV: -8.8 / -8.7
Relative energy (zero: lowest compared OMol25 entry of this formula, charge and spin), kcal per mole: 69.4